Below is a structure of composition C36H48InN5O8P2SSb, with properties calculated with the ωB97M-V functional and the def2-TZVPD basis.

ΔE to the lowest compared entry with this formula, charge and spin in eV: 3.238
Orbital gap in eV: 6.07
DFT total energy in eV: -103064.123
HOMO in hartree: -0.13698

Structure (ORCA input):
```
! wB97M-V def2-TZVPD RIJCOSX def2/J DEFGRID3
* xyz -1 1
In -0.698 -0.709 -1.695
O -4.539 4.133 -2.654
C -3.746 3.225 -2.592
C -2.289 3.327 -2.180
O -1.702 4.347 -1.872
C -1.806 1.947 -2.129
C -2.770 1.064 -2.667
O -2.563 -0.200 -2.755
C -4.053 1.748 -2.765
O -5.170 1.251 -2.802
O -0.726 1.522 -1.593
O 0.754 -0.119 -3.275
S 0.826 -1.355 -4.119
O 0.565 -1.140 -5.511
O 0.012 -2.370 -3.437
C 2.530 -1.874 -4.001
C 3.247 -1.973 -5.187
C 4.578 -2.354 -5.158
C 5.191 -2.632 -3.945
C 4.468 -2.532 -2.767
C 3.126 -2.155 -2.772
P 2.185 -2.061 -1.184
C 3.407 -1.151 -0.172
C 4.368 -1.701 0.670
C 5.226 -0.875 1.388
C 5.131 0.505 1.270
C 4.174 1.063 0.431
C 3.317 0.238 -0.280
C 2.297 -3.795 -0.622
C 2.443 -4.851 -1.520
C 2.409 -6.164 -1.071
C 2.229 -6.438 0.276
C 2.063 -5.390 1.173
C 2.084 -4.077 0.729
H 2.746 -1.742 -6.116
H 5.137 -2.430 -6.082
H 6.232 -2.926 -3.914
H 4.950 -2.752 -1.823
H 4.438 -2.776 0.782
H 5.964 -1.313 2.048
H 5.795 1.145 1.838
H 4.084 2.139 0.339
H 2.561 0.672 -0.927
H 2.577 -4.653 -2.575
H 2.521 -6.975 -1.781
H 2.205 -7.463 0.625
H 1.903 -5.595 2.224
H 1.903 -3.258 1.418
N 1.967 -0.610 3.033
N 1.004 -1.230 2.169
H 1.723 0.364 3.195
H 2.852 -0.608 2.540
H 0.591 -0.536 1.547
H 0.240 -1.551 2.753
C 0.731 3.095 4.085
C 1.533 3.252 2.795
Sb 0.473 2.401 1.092
C 1.412 3.575 -0.466
C 2.349 4.693 -0.028
C -1.289 3.631 1.365
C -1.048 5.134 1.391
H 1.285 3.450 4.958
H 0.457 2.054 4.276
H -0.202 3.661 4.038
H 2.491 2.728 2.870
H 1.758 4.303 2.610
H 0.572 3.958 -1.048
H 1.930 2.870 -1.119
H 1.827 5.451 0.557
H 2.787 5.194 -0.895
H 3.175 4.328 0.590
H -1.776 3.286 2.282
H -1.952 3.391 0.533
H -0.354 5.424 2.185
H -1.982 5.679 1.555
H -0.645 5.474 0.438
C -1.478 -1.750 0.002
H -0.646 -2.241 0.516
H -2.023 -2.543 -0.537
C -5.381 -0.911 -0.019
N -4.795 0.484 0.152
C -5.461 1.160 1.341
N -5.332 0.374 2.515
C -5.926 -0.933 2.279
N -5.295 -1.663 1.186
C -3.923 -2.110 1.489
P -2.629 -0.747 1.577
C -3.300 0.416 0.282
C -3.889 0.199 2.869
H -4.831 -1.379 -0.835
H -6.423 -0.761 -0.309
H -5.007 1.012 -0.700
H -6.509 1.294 1.064
H -4.974 2.129 1.457
H -6.987 -0.804 2.039
H -5.839 -1.526 3.189
H -3.645 -2.862 0.754
H -3.954 -2.597 2.466
H -2.972 0.075 -0.686
H -2.944 1.432 0.462
H -3.470 1.198 3.049
H -3.857 -0.331 3.828
*
```

Mulliken population analysis, charges in e, atoms 1 to 99: atom 1 (In): 2.365, atom 2 (O): -0.630, atom 3 (C): 0.491, atom 4 (C): -0.390, atom 5 (O): -0.694, atom 6 (C): 1.022, atom 7 (C): 0.987, atom 8 (O): -0.868, atom 9 (C): -0.246, atom 10 (O): -0.776, atom 11 (O): 0.011, atom 12 (O): -0.530, atom 13 (S): 1.372, atom 14 (O): -0.761, atom 15 (O): -0.741, atom 16 (C): 0.042, atom 17 (C): -0.545, atom 18 (C): -0.598, atom 19 (C): -0.812, atom 20 (C): -0.253, atom 21 (C): -0.504, atom 22 (P): 1.315, atom 23 (C): 0.365, atom 24 (C): 0.051, atom 25 (C): -0.796, atom 26 (C): -0.605, atom 27 (C): -0.319, atom 28 (C): -0.751, atom 29 (C): 0.069, atom 30 (C): -0.688, atom 31 (C): -0.676, atom 32 (C): -0.562, atom 33 (C): -0.836, atom 34 (C): -0.090, atom 35 (H): 0.600, atom 36 (H): 0.382, atom 37 (H): 0.419, atom 38 (H): 0.377, atom 39 (H): 0.374, atom 40 (H): 0.356, atom 41 (H): 0.390, atom 42 (H): 0.363, atom 43 (H): 0.289, atom 44 (H): 0.409, atom 45 (H): 0.416, atom 46 (H): 0.373, atom 47 (H): 0.435, atom 48 (H): 0.479, atom 49 (N): -0.959, atom 50 (N): 0.381, atom 51 (H): 0.197, atom 52 (H): 0.412, atom 53 (H): -0.462, atom 54 (H): 0.326, atom 55 (C): -1.220, atom 56 (C): -0.907, atom 57 (Sb): -0.057, atom 58 (C): -0.165, atom 59 (C): -1.687, atom 60 (C): -0.001, atom 61 (C): -1.479, atom 62 (H): 0.379, atom 63 (H): 0.261, atom 64 (H): 0.304, atom 65 (H): 0.364, atom 66 (H): 0.641, atom 67 (H): 0.349, atom 68 (H): 0.436, atom 69 (H): 0.358, atom 70 (H): 0.366, atom 71 (H): 0.322, atom 72 (H): 0.501, atom 73 (H): -0.226, atom 74 (H): 0.321, atom 75 (H): 0.478, atom 76 (H): 0.253, atom 77 (C): -1.798, atom 78 (H): 0.370, atom 79 (H): 0.693, atom 80 (C): -0.769, atom 81 (N): 0.409, atom 82 (C): -0.693, atom 83 (N): 0.121, atom 84 (C): -0.916, atom 85 (N): 0.152, atom 86 (C): -1.140, atom 87 (P): 0.781, atom 88 (C): -0.871, atom 89 (C): -1.332, atom 90 (H): 0.372, atom 91 (H): 0.359, atom 92 (H): 0.127, atom 93 (H): 0.348, atom 94 (H): 0.411, atom 95 (H): 0.315, atom 96 (H): 0.382, atom 97 (H): 0.486, atom 98 (H): 0.377, atom 99 (H): 0.495



Below is a structure of composition C36H48N3O15 in a non-equilibrium geometry, with properties calculated with the ωB97M-V functional and the def2-TZVPD basis.

ΔE to the lowest compared entry with this formula, charge and spin in eV: 4.025
Orbital gap in eV: 6.51
DFT total energy in eV: -73253.469
HOMO in hartree: -0.41325

Structure (ORCA input):
```
! wB97M-V def2-TZVPD RIJCOSX def2/J DEFGRID3
* xyz 1 1
C -3.867 0.534 -4.050
C -4.167 1.792 -3.264
O -5.159 2.494 -3.455
N -3.081 2.210 -2.297
H -2.276 1.497 -2.291
H -2.445 2.953 -2.763
C -3.503 3.021 -1.183
H -4.349 -0.305 -3.959
H -2.699 0.354 -4.105
H -4.154 0.726 -5.233
H -4.332 2.727 -0.665
H -3.835 3.871 -1.656
H -2.482 2.998 -0.474
C 1.663 3.132 -3.558
C 2.061 1.905 -2.864
O 2.896 1.785 -1.988
N 1.262 0.612 -3.174
H 0.659 0.663 -2.357
H 0.703 0.665 -3.930
C 1.964 -0.688 -3.012
H 0.931 3.771 -3.210
H 1.348 3.051 -4.815
H 2.675 3.656 -3.389
H 2.813 -0.768 -3.755
H 1.269 -1.548 -3.137
H 2.464 -0.695 -2.049
N -0.631 -0.052 -0.379
O 0.510 -0.280 -0.009
O -1.432 -0.950 -0.191
O -0.847 0.713 -1.317
C -6.072 0.395 1.636
C -5.181 -0.667 0.928
C -5.546 -0.902 -0.501
O -3.883 0.087 0.770
H -5.582 0.682 2.299
H -7.015 0.156 1.839
H -6.127 1.314 1.001
H -4.921 -1.598 1.562
H -5.773 -0.025 -1.000
H -6.350 -1.488 -0.484
H -4.692 -1.320 -0.979
H -3.275 -0.489 0.609
C 1.851 -4.606 -2.504
C 0.756 -4.397 -1.604
C 0.239 -5.759 -1.063
O 1.226 -3.653 -0.517
H 2.672 -5.073 -2.091
H 2.126 -3.567 -2.831
H 1.630 -5.213 -3.156
H -0.009 -3.937 -2.168
H -0.566 -5.804 -0.331
H 0.829 -6.392 -0.513
H 0.041 -6.442 -1.835
H 0.513 -3.118 -0.274
C 2.971 3.889 1.199
C 1.570 3.597 0.612
C 0.631 4.665 0.304
O -0.567 4.568 -0.103
C 1.109 6.018 0.671
C 2.542 6.296 0.948
C 3.383 5.260 1.385
O 4.636 5.426 1.805
H 3.663 3.180 1.522
H 1.224 2.464 0.598
H 0.376 6.903 0.596
H 2.725 7.529 1.349
C 3.222 -1.877 2.502
C 2.155 -0.804 2.977
C 2.433 -0.167 4.408
O 1.550 0.556 4.867
C 3.541 -0.615 5.093
C 4.480 -1.518 4.659
C 4.428 -2.140 3.280
O 5.242 -3.028 2.975
H 3.023 -2.318 1.381
H 1.209 -0.666 2.386
H 3.598 -0.409 6.236
H 5.455 -1.877 5.398
C 3.301 0.544 0.336
C 3.622 -0.425 -0.769
C 5.213 -0.694 -0.953
O 5.618 -1.440 -1.969
C 6.176 -0.187 -0.059
C 5.722 0.824 0.913
C 4.285 1.172 1.158
O 4.000 2.073 1.961
H 2.249 0.907 0.271
H 2.979 -0.914 -1.263
H 7.182 -0.474 -0.020
H 6.469 1.591 1.328
C -4.416 -2.130 3.775
C -4.378 -3.364 2.839
C -3.374 -3.406 1.682
O -3.172 -4.315 0.964
C -2.587 -2.108 1.588
C -2.698 -1.093 2.461
C -3.673 -0.958 3.564
O -3.794 0.039 4.219
H -5.142 -2.360 4.608
H -5.069 -3.920 3.032
H -1.826 -2.152 0.722
H -2.133 -0.166 2.301
*
```

Mulliken population analysis, charges in e, atoms 1 to 99: atom 1 (C): -0.935, atom 2 (C): 0.787, atom 3 (O): -0.489, atom 4 (N): 0.345, atom 5 (H): 0.077, atom 6 (H): 0.451, atom 7 (C): -0.731, atom 8 (H): 0.364, atom 9 (H): 0.115, atom 10 (H): 0.325, atom 11 (H): 0.243, atom 12 (H): 0.520, atom 13 (H): 0.126, atom 14 (C): -1.291, atom 15 (C): 0.876, atom 16 (O): -0.233, atom 17 (N): 0.656, atom 18 (H): -0.483, atom 19 (H): 0.432, atom 20 (C): -0.714, atom 21 (H): 0.315, atom 22 (H): 0.332, atom 23 (H): 0.391, atom 24 (H): 0.331, atom 25 (H): 0.457, atom 26 (H): -0.408, atom 27 (N): 0.832, atom 28 (O): -0.258, atom 29 (O): -0.864, atom 30 (O): -1.275, atom 31 (C): -2.280, atom 32 (C): 1.657, atom 33 (C): -1.785, atom 34 (O): -0.211, atom 35 (H): 0.845, atom 36 (H): 0.487, atom 37 (H): 0.317, atom 38 (H): -0.404, atom 39 (H): 0.325, atom 40 (H): 0.577, atom 41 (H): 0.402, atom 42 (H): 0.040, atom 43 (C): -2.034, atom 44 (C): 1.127, atom 45 (C): -1.735, atom 46 (O): -0.376, atom 47 (H): 0.473, atom 48 (H): 0.150, atom 49 (H): 0.833, atom 50 (H): 0.231, atom 51 (H): 0.266, atom 52 (H): 0.490, atom 53 (H): 0.488, atom 54 (H): 0.124, atom 55 (C): -0.421, atom 56 (C): 0.168, atom 57 (C): 0.504, atom 58 (O): -0.553, atom 59 (C): -0.276, atom 60 (C): -0.565, atom 61 (C): 0.494, atom 62 (O): -0.552, atom 63 (H): 0.378, atom 64 (H): 0.076, atom 65 (H): 0.327, atom 66 (H): 0.252, atom 67 (C): 0.021, atom 68 (C): 0.081, atom 69 (C): 0.470, atom 70 (O): -0.584, atom 71 (C): -0.313, atom 72 (C): -0.378, atom 73 (C): 0.353, atom 74 (O): -0.583, atom 75 (H): 0.147, atom 76 (H): 0.227, atom 77 (H): 0.320, atom 78 (H): 0.241, atom 79 (C): 2.781, atom 80 (C): -0.876, atom 81 (C): -0.069, atom 82 (O): -0.625, atom 83 (C): -0.939, atom 84 (C): -0.590, atom 85 (C): 0.548, atom 86 (O): -0.594, atom 87 (H): -1.326, atom 88 (H): 1.369, atom 89 (H): 0.541, atom 90 (H): 0.407, atom 91 (C): -0.082, atom 92 (C): -1.121, atom 93 (C): 0.361, atom 94 (O): -0.510, atom 95 (C): -0.968, atom 96 (C): 1.050, atom 97 (C): -0.098, atom 98 (O): -0.555, atom 99 (H): 0.341



Below is a cluster of 2 separate species, C36H48N6O in total in a non-equilibrium geometry, with properties calculated with the ωB97M-V functional and the def2-TZVPD basis.

Orbital gap in eV: 4.51
DFT total energy in eV: -49085.615
HOMO in hartree: -0.41619

Structure (ORCA input):
```
! wB97M-V def2-TZVPD RIJCOSX def2/J DEFGRID3
* xyz 2 1
C 4.680 -2.105 -2.726
N 3.335 -1.910 -2.231
C 2.273 -1.897 -3.088
O 2.340 -2.040 -4.308
C 1.020 -1.650 -2.252
C -0.058 -2.730 -2.466
C -0.587 -2.716 -3.856
C -1.252 -1.690 -4.519
N -1.451 -2.067 -5.835
C -0.940 -3.343 -6.038
C -0.872 -4.098 -7.201
C -0.238 -5.346 -7.121
C 0.306 -5.803 -5.908
C 0.238 -5.032 -4.742
C -0.395 -3.791 -4.803
N 1.539 -1.627 -0.887
C 0.708 -1.451 0.161
C 1.115 -1.414 1.490
C 0.300 -1.253 2.612
C 0.816 -1.242 3.959
C -0.039 -1.094 5.089
C 0.466 -1.105 6.387
C 1.843 -1.261 6.620
C 2.709 -1.396 5.528
C 2.212 -1.382 4.228
C 3.003 -1.796 -0.812
C 3.399 -3.090 -0.084
C 3.724 -0.580 -0.216
H 4.644 -2.150 -3.818
H 5.332 -1.276 -2.420
H 5.108 -3.043 -2.344
H 0.608 -0.658 -2.536
H 0.377 -3.725 -2.264
H -0.874 -2.564 -1.742
H -1.547 -0.714 -4.144
H -1.926 -1.512 -6.541
H -1.310 -3.701 -8.115
H -0.157 -5.968 -8.010
H 0.786 -6.781 -5.877
H 0.655 -5.357 -3.789
H -0.355 -1.348 -0.087
H 2.182 -1.537 1.664
H -0.780 -1.171 2.471
H -1.112 -0.972 4.911
H -0.209 -0.995 7.238
H 2.237 -1.272 7.636
H 3.783 -1.515 5.688
H 2.917 -1.484 3.402
H 2.989 -3.957 -0.620
H 4.494 -3.165 -0.043
H 3.013 -3.110 0.937
H 3.571 0.290 -0.867
H 3.354 -0.332 0.779
H 4.798 -0.793 -0.138
C 2.230 6.812 -0.745
C 0.759 6.800 -0.342
C 0.448 5.775 0.735
C -1.045 5.749 1.130
N -1.732 4.511 0.741
C -2.307 4.244 -0.503
C -2.689 2.949 -0.489
N -2.343 2.426 0.755
C -2.551 1.044 1.226
C -3.744 0.908 2.169
C -3.962 1.979 3.247
C -4.935 1.278 4.207
C -4.816 -0.231 3.913
N -3.714 -0.321 2.926
C -1.755 3.392 1.473
H 2.409 7.608 -1.471
H 2.877 6.993 0.119
H 2.518 5.861 -1.204
H 0.475 7.793 0.030
H 0.130 6.606 -1.220
H 0.778 4.776 0.418
H 1.019 6.025 1.640
H -1.105 5.832 2.223
H -1.579 6.589 0.669
H -2.386 4.995 -1.271
H -3.167 2.351 -1.243
H -2.759 0.426 0.340
H -1.632 0.695 1.721
H -4.646 0.963 1.512
H -3.004 2.191 3.740
H -4.380 2.896 2.820
H -4.699 1.488 5.250
H -5.955 1.614 3.997
H -4.617 -0.839 4.806
H -5.780 -0.581 3.490
H -3.752 -1.165 2.364
H -1.363 3.285 2.479
*
```

Okay, here come the Mulliken numbers, in e, for every atom: atom 1 (C): -0.938, atom 2 (N): 0.296, atom 3 (C): 0.359, atom 4 (O): -0.675, atom 5 (C): 0.028, atom 6 (C): -0.080, atom 7 (C): 0.472, atom 8 (C): -0.778, atom 9 (N): -0.002, atom 10 (C): -0.516, atom 11 (C): -0.817, atom 12 (C): -0.499, atom 13 (C): -0.854, atom 14 (C): -0.391, atom 15 (C): 0.937, atom 16 (N): 0.713, atom 17 (C): 0.202, atom 18 (C): 0.876, atom 19 (C): -0.803, atom 20 (C): 0.460, atom 21 (C): -0.303, atom 22 (C): -0.708, atom 23 (C): -0.370, atom 24 (C): -0.788, atom 25 (C): -0.273, atom 26 (C): 0.023, atom 27 (C): -1.525, atom 28 (C): -1.557, atom 29 (H): 0.370, atom 30 (H): 0.295, atom 31 (H): 0.325, atom 32 (H): 0.163, atom 33 (H): 0.175, atom 34 (H): 0.312, atom 35 (H): 0.440, atom 36 (H): 0.215, atom 37 (H): 0.385, atom 38 (H): 0.389, atom 39 (H): 0.388, atom 40 (H): 0.363, atom 41 (H): 0.477, atom 42 (H): -0.810, atom 43 (H): 0.532, atom 44 (H): 0.472, atom 45 (H): 0.403, atom 46 (H): 0.402, atom 47 (H): 0.405, atom 48 (H): 0.351, atom 49 (H): 0.350, atom 50 (H): 0.486, atom 51 (H): 0.402, atom 52 (H): 0.377, atom 53 (H): 0.382, atom 54 (H): 0.480, atom 55 (C): -1.327, atom 56 (C): -0.340, atom 57 (C): -0.470, atom 58 (C): -0.905, atom 59 (N): 0.023, atom 60 (C): -0.502, atom 61 (C): -0.431, atom 62 (N): 0.465, atom 63 (C): -1.335, atom 64 (C): 0.691, atom 65 (C): -0.631, atom 66 (C): -0.703, atom 67 (C): -0.623, atom 68 (N): -0.274, atom 69 (C): -0.115, atom 70 (H): 0.370, atom 71 (H): 0.342, atom 72 (H): 0.329, atom 73 (H): 0.335, atom 74 (H): 0.265, atom 75 (H): 0.298, atom 76 (H): 0.416, atom 77 (H): 0.306, atom 78 (H): 0.520, atom 79 (H): 0.479, atom 80 (H): 0.564, atom 81 (H): 0.300, atom 82 (H): 0.305, atom 83 (H): 0.081, atom 84 (H): 0.246, atom 85 (H): 0.330, atom 86 (H): 0.309, atom 87 (H): 0.324, atom 88 (H): 0.346, atom 89 (H): 0.282, atom 90 (H): 0.252, atom 91 (H): 0.461



Question: Which value of HOMO does entry 3 give?
Answer: -0.41619 hartree